{"formula": "C14H8NO8Ta", "method": "wB97M-V/def2-TZVPD", "charge": 2, "max_force_ha_per_bohr": 0.0837, "multiplicity": 1, "energy_ev": -34054.236, "homo_lumo_gap_ev": 4.583, "elements": ["C", "O", "C", "C", "C", "H", "O", "C", "O", "H", "O", "C", "C", "C", "H", "O", "H", "C", "C", "H", "Ta", "O", "O", "C", "H", "C", "N", "C", "H", "C", "O", "H"], "coordinates": [[0.773, 1.714, -3.635], [-0.130, -0.521, 0.371], [-0.871, -0.388, 1.429], [-0.286, 1.450, -2.780], [0.891, -0.717, -4.018], [-1.657, 1.277, 3.251], [-2.197, -0.269, 1.170], [-1.087, 2.429, -2.013], [-1.693, -1.874, -1.727], [1.169, -1.607, -4.652], [1.379, -1.933, 2.406], [-0.471, 0.745, 4.954], [0.642, -1.207, 3.294], [-0.200, -0.878, -3.210], [-1.042, 1.431, 5.590], [-1.797, 1.784, -0.958], [2.120, -2.398, 2.868], [0.486, -0.089, 5.481], [-0.423, -0.417, 2.813], [1.795, -1.787, 5.057], [-1.856, -0.135, -0.824], [-1.008, -3.216, -3.430], [-1.035, 3.636, -2.150], [1.333, 0.605, -4.232], [2.431, 1.510, -5.487], [-0.896, 0.571, 3.629], [-0.635, 0.187, -2.419], [-0.972, -2.136, -2.902], [0.825, -0.061, 6.485], [1.029, -1.112, 4.666], [2.404, 0.655, -5.066], [0.981, 2.751, -3.963]], "mulliken_charge": [-0.544, -0.592, 1.033, 0.189, -0.425, 0.338, -0.534, 0.432, -0.540, 0.466, -0.471, -0.733, 0.954, 0.154, 0.367, -0.448, 0.352, -0.408, 0.375, 0.311, 1.675, -0.399, -0.396, 0.853, 0.350, -0.372, 0.010, 0.354, 0.455, -0.813, -0.406, 0.411]}